No. 1
Here is C27H22FMnN7O7S5 as an isolated structure from the OMol25 dataset. Energies are from wB97M-V/def2-TZVPD.

Spin multiplicity: 2
<S²>: 0.7925
E_LUMO (Ha): 0.151
HOMO energy (eV): -1.1
Energy above the lowest of the compared OMol25 structures with the same formula, charge and spin (kcal/mol): 0.00
Net charge: -2
Gap between HOMO and LUMO (eV): 5.1

CARTESIAN COORDINATES (ANGSTROEM)
Mn1 0.5757 -0.5856 -0.1499
N1 -0.2152 2.6808 -2.8042
C1 -0.4013 1.6701 -1.9323
N2 0.4394 1.3502 -1.0050
C2 1.6584 2.0112 -0.9491
N3 2.5283 1.6799 -0.0637
N4 1.9935 0.6562 0.6875
C3 2.0533 0.7544 1.9553
C4 1.1412 -0.1281 2.6542
C5 1.1240 -0.2906 4.0337
C6 0.1653 -1.1109 4.5926
C7 -0.7397 -1.7473 3.7525
C8 -0.6639 -1.5252 2.3901
N5 0.2435 -0.7126 1.8466
C9 1.9403 3.0835 -1.9025
C10 3.1453 3.7816 -1.9178
C11 3.3628 4.7828 -2.8419
C12 2.3684 5.1002 -3.7676
C13 1.1692 4.4201 -3.7660
C14 0.9590 3.4056 -2.8322
H1 -0.9164 2.8373 -3.5059
H2 -1.3122 1.0927 -2.0218
H3 2.6186 1.5310 2.4589
H4 1.8594 0.2207 4.6408
H5 0.1234 -1.2573 5.6648
H6 -1.5063 -2.4024 4.1428
H7 -1.3360 -2.0010 1.6886
H8 3.8977 3.5077 -1.1907
H9 4.3022 5.3204 -2.8507
H10 2.5364 5.8842 -4.4957
H11 0.3937 4.6561 -4.4850
S1 -1.4013 3.1145 1.2347
S2 -2.7321 2.1844 -0.0161
S3 -2.9169 0.1668 0.4070
S4 -1.7103 -1.0268 -0.8081
F1 -0.8762 -4.4912 -3.6154
C15 -0.2284 -5.0089 -2.5604
C16 0.8264 -4.3831 -2.0219
N6 1.5208 -4.9121 -0.9590
C17 2.6545 -4.1741 -0.4065
C18 2.2618 -2.8940 0.3467
O1 3.1389 -2.3502 1.0129
O2 1.0970 -2.4708 0.0525
C19 1.1315 -6.0778 -0.3556
O3 1.6891 -6.5875 0.6025
N7 0.0320 -6.6826 -0.9419
C20 -0.7191 -6.2604 -2.0342
O4 -1.6492 -6.9281 -2.4484
H12 1.2129 -3.4499 -2.4162
H13 3.2996 -3.8606 -1.2324
H14 3.1991 -4.8392 0.2533
H15 -0.2624 -7.5407 -0.5042
C21 -1.6775 -1.1551 -8.0446
C22 -0.7431 -1.1400 -6.8628
C23 -1.2223 -1.2725 -5.5666
C24 -0.3602 -1.2597 -4.4749
C25 1.0009 -1.1111 -4.6815
C26 1.4973 -0.9674 -5.9722
C27 0.6307 -0.9871 -7.0506
S5 2.1419 -1.0834 -3.3072
O5 2.7726 -2.3960 -3.2734
O6 3.0497 0.0123 -3.5805
O7 1.2684 -0.8458 -2.1579
H16 -2.7112 -1.2819 -7.7230
H17 -1.4357 -1.9726 -8.7279
H18 -1.6132 -0.2243 -8.6135
H19 -2.2870 -1.3847 -5.3940
H20 -0.7539 -1.3377 -3.4678
H21 2.5620 -0.8318 -6.1170
H22 1.0233 -0.8763 -8.0570

No. 2
Here is C27H22IrN6O9 as an isolated structure in a non-equilibrium geometry from the OMol25 dataset. Energies are from wB97M-V/def2-TZVPD.

Spin multiplicity: 5
<S²>: 6.0113
E_LUMO (spin up / spin down) (Ha): -0.153 / -0.211
HOMO energy (spin up / spin down) (eV): -12.2 / -12.3
Energy above the lowest of the compared OMol25 structures with the same formula, charge and spin (kcal/mol): 28.47
Net charge: +1
Gap between HOMO and LUMO (spin up / spin down) (eV): 8.0 / 6.6

CARTESIAN COORDINATES (ANGSTROEM)
Ir1 0.1402 0.4283 -0.1150
O1 1.7339 -0.1502 -1.7252
C1 2.4882 0.4744 -2.4736
C2 2.4844 1.8853 -2.6453
C3 3.3781 2.4627 -3.5540
C4 3.3669 3.8121 -3.7240
C5 2.4890 4.6236 -3.0031
C6 1.6105 4.0611 -2.1126
C7 1.5759 2.6701 -1.9147
O2 0.6965 2.1660 -1.0681
N1 4.2910 4.4269 -4.6936
O3 4.2019 5.6257 -4.8563
O4 4.9828 3.6802 -5.3541
H1 3.2202 -0.1002 -3.0592
H2 4.0727 1.8554 -4.1221
H3 2.5211 5.6932 -3.1581
H4 0.9225 4.6850 -1.5578
O5 -5.1041 2.8248 5.3855
N2 -4.3888 3.3150 4.5431
O6 -4.3096 4.5033 4.3078
C8 -3.5038 2.3913 3.7736
C9 -3.5719 1.1005 4.1250
C10 -2.7660 0.1236 3.4730
C11 -2.7888 -1.2249 3.8650
C12 -1.9706 -2.1078 3.2251
C13 -1.1507 -1.6382 2.1975
N3 -1.1238 -0.3778 1.7901
C14 -1.9222 0.5071 2.4334
C15 -1.8649 1.8880 2.0431
N4 -1.0241 2.1976 1.0204
C16 -0.9005 3.4705 0.6768
C17 -1.5974 4.4940 1.3137
C18 -2.4633 4.1974 2.3237
C19 -2.6265 2.8538 2.7221
H5 -4.2417 0.8024 4.9181
H6 -3.4421 -1.5400 4.6699
H7 -1.9381 -3.1555 3.4900
H8 -0.4921 -2.3279 1.7028
H9 -0.2326 3.6736 -0.1353
H10 -1.4479 5.5162 0.9941
H11 -3.0156 4.9770 2.8187
C20 2.4942 -3.3047 -2.4169
C21 1.0420 -3.7705 -2.3768
C22 0.3060 -3.6131 -1.0132
C23 -1.0812 -4.2533 -1.1464
C24 -1.9611 -4.1468 0.0939
C25 1.1422 -4.3602 0.0205
O7 1.1639 -5.5620 0.0725
N5 1.9302 -3.5913 0.8695
C26 1.9439 -2.2045 0.9813
O8 2.6777 -1.6255 1.7368
N6 0.9837 -1.5559 0.2143
C27 0.2003 -2.1608 -0.6607
O9 -0.6654 -1.3914 -1.1790
H12 2.9044 -3.4801 -3.4114
H13 3.1166 -3.8583 -1.7111
H14 2.5824 -2.2427 -2.1937
H15 0.9955 -4.8345 -2.6090
H16 0.4444 -3.2424 -3.1221
H17 -0.9095 -5.3014 -1.3863
H18 -1.5808 -3.7913 -1.9988
H19 -1.4476 -4.5290 0.9829
H20 -2.8636 -4.7425 -0.0365
H21 -2.2759 -3.1154 0.2723
H22 2.5688 -4.0861 1.4773

No. 3
Here is one molecule with the formula C27H22N2O6 in a non-equilibrium geometry from the OMol25 dataset. Energies are from wB97M-V/def2-TZVPD.

E_LUMO (Ha): 0.001
HOMO energy (eV): -8.2
Energy above the lowest of the compared OMol25 structures with the same formula, charge and spin (kcal/mol): 0.00
Gap between HOMO and LUMO (eV): 8.2
SMILES: Cc1c(OCC(=O)N[C@@H](Cc2c[nH]c3ccccc23)C(=O)O)ccc2c1oc(=O)c1ccccc12

CARTESIAN COORDINATES (ANGSTROEM)
C1 -3.0813 -0.5535 1.6151
C2 -1.6797 -0.9092 1.2337
C3 -1.4316 -1.5605 0.0235
O1 -2.5309 -1.7404 -0.7723
C4 -2.4511 -2.5845 -1.8899
C5 -1.6524 -2.0695 -3.0820
O2 -1.5213 -2.7782 -4.0760
N1 -1.1121 -0.8569 -2.9649
C6 -0.3469 -0.1827 -4.0031
C7 -0.1541 1.2855 -3.6028
C8 0.3410 1.4466 -2.1982
C9 1.6282 1.3234 -1.7579
N2 1.6966 1.5983 -0.4223
C10 0.4527 1.9246 0.0323
C11 0.0297 2.3320 1.2906
C12 -1.3086 2.6126 1.4561
C13 -2.2092 2.4925 0.3941
C14 -1.7955 2.1022 -0.8589
C15 -0.4429 1.8195 -1.0601
C16 1.0169 -0.8701 -4.2827
O3 2.0583 -0.2784 -4.2297
O4 0.9465 -2.1392 -4.6344
C17 -0.1383 -1.9533 -0.3139
C18 0.9164 -1.6290 0.5094
C19 0.7196 -0.9302 1.6994
C20 -0.5990 -0.6127 2.0629
O5 -0.8982 0.0026 3.2381
C21 0.0484 0.4222 4.1125
O6 -0.3136 0.9749 5.1211
C22 1.4519 0.1756 3.7589
C23 2.4412 0.6353 4.6282
C24 3.7715 0.4372 4.3311
C25 4.1203 -0.2223 3.1572
C26 3.1500 -0.6818 2.2917
C27 1.7931 -0.4969 2.5744
H1 -3.6486 -1.4593 1.8254
H2 -3.5695 -0.0404 0.7903
H3 -3.0846 0.0805 2.4948
H4 -2.0475 -3.5716 -1.6259
H5 -3.4845 -2.7277 -2.2223
H6 -1.2422 -0.3245 -2.1134
H7 -0.9099 -0.2486 -4.9474
H8 -1.1043 1.8113 -3.7100
H9 0.5669 1.7238 -4.2940
H10 2.5005 1.0586 -2.3214
H11 2.5358 1.5924 0.1318
H12 0.7313 2.4349 2.1064
H13 -1.6699 2.9307 2.4220
H14 -3.2501 2.7237 0.5654
H15 -2.5032 2.0299 -1.6732
H16 0.0153 -2.4958 -4.6354
H17 0.0599 -2.5011 -1.2213
H18 1.9085 -1.9249 0.2121
H19 2.1301 1.1452 5.5272
H20 4.5392 0.7910 5.0017
H21 5.1625 -0.3766 2.9190
H22 3.4490 -1.1872 1.3871

No. 4
Here is a 5-piece molecular cluster, C27H22O17 overall in a non-equilibrium geometry from the OMol25 dataset. Energies are from wB97M-V/def2-TZVPD.

E_LUMO (Ha): -0.106
HOMO energy (eV): -8.9
Energy above the lowest of the compared OMol25 structures with the same formula, charge and spin (kcal/mol): 24.61
Gap between HOMO and LUMO (eV): 6.1
SMILES: O=C1C=C(O)C(=O)C=C1O.O=C1C=C(O)C(=O)C=C1O.O=C1C=C(O)C(=O)C=C1O.O=C1C=C(O)C(=O)C=C1O.CC(C)=O

CARTESIAN COORDINATES (ANGSTROEM)
O1 23.0190 0.2480 0.8780
C1 24.1900 0.4410 1.1330
C2 24.7040 1.7490 1.6530
C3 26.1510 1.9160 2.1360
O2 26.7180 3.1050 2.0410
C4 27.1610 0.7790 1.9760
O3 28.2430 0.8380 2.4290
C5 26.6200 -0.4620 1.3780
C6 25.1880 -0.6290 0.9580
O4 24.6760 -1.6760 0.2620
H1 23.9870 2.6870 1.5440
H2 26.0510 3.7780 2.3980
H3 27.4550 -1.2840 1.2130
H4 23.7100 -1.7480 -0.1170
O5 27.5730 4.6180 4.5650
C7 28.7010 4.8620 4.9810
C8 28.9400 6.0670 5.7290
C9 30.3310 6.4130 6.3430
O6 30.6990 7.6720 6.7610
C10 31.4720 5.4180 6.1920
O7 32.5700 5.6460 6.6440
C11 31.2540 4.2470 5.3110
C12 29.8990 4.0530 4.7170
O8 29.7570 2.9940 3.8460
H5 27.9940 6.7450 5.5630
H6 29.8730 8.2240 6.7720
H7 32.1190 3.5490 5.0830
H8 28.5700 2.7720 3.8140
O9 20.9710 7.9990 3.1220
C13 21.8500 7.4950 2.4410
C14 22.7230 6.6150 3.1920
C15 23.8240 5.7200 2.4100
O10 24.6840 4.9690 3.0660
C16 23.9600 5.9120 0.8910
O11 24.6850 5.2240 0.1950
C17 22.9560 6.7950 0.2480
C18 21.9450 7.6180 1.0400
O12 20.9230 8.4540 0.4280
H9 22.6800 6.4510 4.1740
H10 24.5180 5.3390 3.8530
H11 22.9290 6.8000 -0.8830
H12 20.6450 8.9860 1.1750
O13 19.7450 5.0300 -0.4920
C19 19.8070 4.8830 0.6870
C20 18.8880 5.6140 1.4720
C21 18.7010 5.2770 2.9210
O14 17.7400 5.8870 3.8250
C22 19.4290 4.1620 3.5200
O15 19.4560 3.9090 4.7180
C23 20.4010 3.5070 2.7110
C24 20.5120 3.7910 1.1670
O16 21.3920 2.9960 0.3400
H13 18.1490 6.4400 1.0010
H14 17.2940 6.5210 3.2960
H15 21.1370 2.6690 3.1640
H16 21.7170 3.5360 -0.4340
C25 31.4000 -2.3000 2.1400
C26 31.1750 -3.0430 0.9140
C27 29.8610 -2.9310 0.1510
O17 31.9240 -3.8180 0.4250
H17 30.6610 -1.6030 2.2580
H18 32.4260 -1.8220 2.0520
H19 31.3160 -2.9860 2.8980
H20 29.3140 -3.8950 0.4400
H21 30.0020 -3.1820 -0.8340
H22 29.2080 -2.0120 0.3270

So what do the calculations give for molar mass? Going down the list: 790.79; 766.72; 470.48; 618.46 Da.